[1]
Below is a structure of composition C52H60As3INOPSi2V at a distorted geometry, with properties calculated with wB97M-V/def2-TZVPD.

The calculation puts the relative energy (zero: lowest compared OMol25 entry of this formula, charge and spin) at 124.8 kJ/mol. As for the HOMO energy (alpha / beta): -5.99 / -6.28 eV. Its net charge is 0. The value obtained for the LUMO energy (alpha / beta) is -0.84 / -1.12 eV. The spin multiplicity is 4.

Each line ends with the Löwdin charge.
CARTESIAN COORDINATES (ANGSTROEM)
I (5.230, 1.315, -0.320)  -0.158
As (2.836, 0.043, 1.716)  1.231
As (-0.887, -0.822, 2.232)  1.276
As (-0.278, -1.368, -1.485)  0.748
V (-0.355, 0.611, 0.172)  0.073
P (-1.048, 2.186, -1.593)  1.056
Si (-1.671, -3.092, -2.051)  0.177
Si (1.397, -1.409, -3.103)  0.203
O (0.584, 2.209, 2.370)  -0.086
N (-0.401, 2.229, 1.378)  -0.148
C (4.957, 1.880, 4.818)  -0.077
C (2.059, 0.318, -3.412)  -0.209
C (0.710, -2.072, -4.718)  -0.230
C (-1.006, -5.475, 2.981)  -0.078
C (4.176, 3.639, 3.382)  -0.077
C (5.202, -1.682, 1.838)  -0.132
C (0.045, 3.290, -2.539)  -0.354
C (-0.464, -3.612, 1.560)  -0.132
C (-2.673, 0.956, 3.671)  -0.122
C (-2.597, -0.234, 2.950)  -0.371
C (5.210, -3.935, 0.988)  -0.079
C (-4.099, 0.097, -4.350)  -0.101
C (-2.542, -3.093, -3.711)  -0.212
C (-3.059, -3.106, -0.766)  -0.225
C (3.904, -1.524, 1.373)  -0.378
C (-3.930, 5.374, 0.219)  -0.064
C (2.170, 4.439, -2.539)  -0.055
C (0.417, -0.459, 3.647)  -0.376
C (-1.258, 3.180, 1.540)  -0.078
C (-3.774, -0.888, 2.593)  -0.104
C (-5.073, 0.841, 3.654)  -0.087
C (3.924, -3.758, 0.500)  -0.082
C (4.352, 0.939, 3.991)  -0.110
C (-4.413, 0.405, -3.033)  -0.074
C (-2.238, 1.409, -2.743)  -0.397
C (-3.035, 4.166, -1.649)  -0.073
C (-1.540, -4.603, 3.923)  -0.079
C (1.773, -0.926, 3.116)  -0.335
C (-0.467, -4.980, 1.804)  -0.070
C (-3.487, 1.057, -2.235)  -0.105
C (3.674, 1.350, 2.852)  -0.377
C (3.601, 2.703, 2.540)  -0.175
C (-0.743, -4.732, -1.970)  -0.226
C (-2.202, 3.709, 0.551)  -0.192
C (4.860, 3.229, 4.520)  -0.082
C (-0.254, 3.859, -3.775)  -0.092
C (1.258, 3.597, -1.923)  -0.091
C (5.850, -2.893, 1.648)  -0.073
C (1.794, 0.614, 0.218)  -0.481
C (2.839, -2.497, -2.631)  -0.220
C (3.264, -2.553, 0.695)  -0.132
C (-3.081, 4.677, 1.054)  -0.036
C (-3.904, 1.489, 4.027)  -0.087
C (-1.907, 1.040, -4.041)  -0.101
C (-0.992, -2.739, 2.502)  -0.379
C (0.659, 4.702, -4.389)  -0.072
C (-1.528, -3.238, 3.688)  -0.109
C (-2.193, 3.428, -0.820)  -0.266
C (-5.005, -0.351, 2.945)  -0.076
C (-2.842, 0.401, -4.846)  -0.083
C (-3.899, 5.123, -1.146)  -0.053
C (1.872, 4.988, -3.777)  -0.069
H (-3.313, -4.123, -0.457)  0.031
H (-1.437, -5.557, -1.782)  0.028
H (0.424, 5.132, -5.354)  0.105
H (3.120, 4.641, -2.062)  0.110
H (-0.048, -5.656, 1.069)  0.101
H (2.503, -3.454, -2.224)  0.016
H (4.117, 4.692, 3.134)  0.105
H (-3.950, 2.408, 4.598)  0.103
H (2.440, 0.407, -4.433)  0.037
H (2.881, 0.558, -2.730)  -0.002
H (-3.735, -1.827, 2.054)  0.092
H (-5.379, 0.136, -2.625)  0.107
H (-0.234, -4.939, -2.916)  0.021
H (2.275, 0.040, -0.577)  -0.056
H (-2.774, -2.551, 0.129)  -0.028
H (3.483, -2.019, -1.888)  0.018
H (-5.913, -0.866, 2.660)  0.106
H (-1.944, -2.562, 4.427)  0.105
H (3.433, -4.555, -0.045)  0.103
H (1.290, 1.078, -3.277)  -0.013
H (1.460, -1.964, -5.506)  0.031
H (-3.082, 4.883, 2.118)  0.113
H (-1.015, -6.542, 3.167)  0.104
H (-0.066, -3.216, 0.631)  0.018
H (-3.752, 1.300, -1.211)  0.109
H (0.460, -3.133, -4.639)  0.013
H (2.589, 5.631, -4.271)  0.107
H (2.262, -2.415, 0.295)  0.075
H (-3.334, -3.849, -3.675)  0.034
H (-2.576, 0.129, -5.860)  0.111
H (5.332, 3.961, 5.162)  0.103
H (2.487, -0.999, 3.939)  0.066
H (1.674, -1.942, 2.727)  0.052
H (-3.001, -2.127, -3.923)  -0.007
H (5.720, -4.878, 0.843)  0.102
H (0.417, 0.589, 3.930)  0.045
H (0.597, 3.074, 2.809)  0.112
H (-3.958, -2.637, -1.175)  0.022
H (-1.763, 1.458, 3.982)  0.089
H (4.423, -0.110, 4.248)  0.096
H (3.145, 3.016, 1.610)  0.073
H (-0.194, -1.540, -5.022)  0.010
H (5.725, -0.852, 2.293)  0.084
H (0.018, -4.735, -1.188)  -0.004
H (3.449, -2.703, -3.516)  0.037
H (0.139, -1.061, 4.514)  0.075
H (-1.876, -3.337, -4.538)  0.014
H (-3.026, 3.971, -2.714)  0.109
H (-1.966, -4.989, 4.840)  0.103
H (-4.602, 6.118, 0.627)  0.109
H (5.510, 1.552, 5.688)  0.104
H (-6.035, 1.260, 3.921)  0.103
H (-1.197, 3.655, -4.264)  0.097
H (6.867, -3.015, 1.997)  0.105
H (-1.222, 3.729, 2.482)  0.134
H (1.507, 3.148, -0.970)  0.076
H (-4.544, 5.674, -1.818)  0.111
H (-4.827, -0.397, -4.981)  0.109
H (2.154, 1.638, 0.080)  -0.065
H (-0.911, 1.218, -4.425)  0.102

[2]
Below is a structure of composition C52H60ClN10O4S3SiTi at a distorted geometry, with properties calculated with wB97M-V/def2-TZVPD.

The calculation puts the relative energy (zero: lowest compared OMol25 entry of this formula, charge and spin) at 176.4 kJ/mol. As for the HOMO energy (alpha / beta): -7.25 / -7.25 eV. Its net charge is 0. The value obtained for the LUMO energy (alpha / beta) is -1.68 / -2.74 eV. The spin multiplicity is 2.

Each line ends with the Löwdin charge.
CARTESIAN COORDINATES (ANGSTROEM)
Ti (1.277, -2.106, 0.974)  0.841
Cl (-5.714, 3.287, -4.093)  0.829
S (-6.967, 0.732, -5.081)  0.349
S (1.010, -4.162, 2.366)  0.764
S (3.222, -5.265, 4.141)  0.873
Si (-1.108, -1.256, 2.979)  0.677
O (-7.235, -0.468, -5.855)  -0.349
O (-7.684, 1.918, -5.480)  -0.403
O (2.697, 4.227, -3.731)  -0.023
O (-6.817, 0.531, -3.657)  -0.391
N (-4.379, 0.290, -4.909)  0.141
N (1.901, -0.378, -0.336)  0.043
N (1.642, -0.502, 2.707)  -0.243
N (2.280, 1.233, -1.758)  -0.078
N (1.270, -3.160, -0.672)  -0.052
N (3.045, -2.910, 1.119)  -0.211
N (-4.998, 1.307, -6.924)  0.137
N (3.597, -3.625, 2.144)  -0.065
N (3.478, 0.757, -1.411)  0.141
N (-0.644, -1.512, -2.317)  0.027
C (0.680, 4.258, -2.507)  -0.114
C (-1.692, 3.670, -2.035)  -0.243
C (-3.480, 4.652, -3.326)  -0.088
C (-2.261, -0.576, -4.388)  -0.130
C (0.310, 0.066, 2.981)  -0.235
C (-2.724, -0.364, 3.461)  -0.235
C (-3.913, -1.089, 3.494)  -0.096
C (4.076, 0.221, 4.419)  -0.176
C (-2.807, 0.415, -6.668)  0.007
C (-4.184, 3.455, -3.277)  -0.591
C (2.574, -3.263, -1.120)  -0.257
C (2.696, -4.279, 2.797)  -1.028
C (4.498, 3.884, -1.629)  -0.037
C (-5.097, 0.779, 4.419)  -0.081
C (3.596, -1.204, 4.115)  -0.169
C (-2.815, -1.065, -3.203)  0.019
C (1.877, -6.483, 4.223)  -0.393
C (2.082, -1.213, 3.934)  -0.204
C (2.194, 2.216, -2.801)  -0.019
C (1.833, -4.290, -3.157)  -0.038
C (-0.783, -1.923, 1.260)  -0.351
C (2.665, 3.695, 0.046)  -0.032
C (3.040, 4.259, -1.328)  -0.494
C (-0.621, -3.430, 6.551)  -0.076
C (-1.624, -4.887, 4.938)  -0.092
C (3.539, -3.130, -0.113)  -0.077
C (-1.969, -1.528, -2.216)  -0.128
C (2.138, 3.751, -2.506)  -0.421
C (-3.786, 1.081, -7.398)  -0.108
C (1.336, 0.533, -1.116)  -0.099
C (-1.130, -4.672, 6.215)  -0.084
C (0.544, -4.359, -2.598)  -0.029
C (3.166, 1.235, 3.715)  -0.158
C (-0.311, 3.777, -1.435)  -0.136
C (-1.581, -3.870, 4.004)  -0.174
C (-3.155, 0.043, -5.371)  -0.222
C (-3.929, 1.521, 4.386)  -0.085
C (2.847, -3.733, -2.428)  0.002
C (2.950, 5.792, -1.223)  -0.036
C (-3.655, 2.373, -2.583)  -0.082
C (-2.251, 4.755, -2.704)  -0.047
C (2.598, 0.605, 2.443)  -0.195
C (-5.087, -0.527, 3.959)  -0.076
C (-0.123, -1.097, -3.464)  -0.160
C (3.229, -0.199, -0.560)  -0.204
C (-0.600, -2.412, 5.616)  -0.097
C (-5.235, 0.883, -5.700)  -0.433
C (-2.412, 2.485, -1.982)  -0.037
C (-0.876, -0.636, -4.529)  0.008
C (-1.055, -2.618, 4.316)  -0.280
C (0.308, -3.746, -1.391)  -0.121
C (-2.762, 0.953, 3.905)  -0.103
H (0.279, 0.663, -1.242)  0.121
H (-0.227, -1.439, 5.905)  0.100
H (3.249, 4.208, 0.808)  0.093
H (-3.899, 5.493, -3.855)  0.105
H (0.702, 5.349, -2.500)  0.113
H (-3.592, 1.451, -8.397)  0.108
H (1.617, 3.847, 0.280)  0.072
H (1.811, -6.822, 5.249)  0.034
H (-1.389, -2.809, 1.055)  0.007
H (3.444, 0.231, 1.854)  0.104
H (-1.717, 5.693, -2.741)  0.113
H (-3.912, -2.116, 3.160)  0.098
H (3.849, -1.882, 4.931)  0.120
H (4.014, -0.778, -0.113)  0.111
H (-2.035, -5.851, 4.672)  0.108
H (3.861, -3.700, -2.795)  0.121
H (3.160, 6.283, -2.170)  0.086
H (4.640, 2.808, -1.593)  0.059
H (5.158, 4.340, -0.895)  0.088
H (-0.682, -3.760, -0.947)  0.115
H (-0.018, 2.805, -1.042)  0.080
H (-0.253, -4.867, -3.116)  0.118
H (-1.148, -5.465, 6.944)  0.103
H (4.785, 4.240, -2.615)  0.088
H (-0.236, -3.253, 7.546)  0.104
H (-1.840, 0.201, -7.095)  0.095
H (-3.883, -1.038, -3.071)  0.123
H (0.340, 0.652, 3.908)  0.086
H (-1.012, -1.156, 0.503)  0.014
H (3.692, 6.147, -0.511)  0.090
H (0.061, 0.768, 2.176)  0.095
H (-2.366, -1.912, -1.286)  0.102
H (-5.995, -1.112, 3.975)  0.106
H (-0.387, -0.308, -5.432)  0.107
H (1.646, -0.728, 4.819)  0.120
H (-4.220, 1.457, -2.534)  0.097
H (1.975, 6.111, -0.864)  0.086
H (-2.006, 1.631, -1.453)  0.095
H (-6.009, 1.216, 4.797)  0.105
H (1.325, 1.977, -3.417)  0.143
H (2.111, -7.315, 3.566)  0.038
H (-1.859, 1.545, 3.885)  0.087
H (1.700, -2.237, 3.907)  0.062
H (-1.949, -4.058, 3.005)  0.091
H (4.556, -3.488, -0.242)  0.145
H (3.098, 2.088, -3.403)  0.145
H (-0.333, 4.483, -0.601)  0.120
H (4.082, -1.589, 3.216)  0.088
H (2.349, 1.534, 4.374)  0.108
H (2.578, 5.182, -3.787)  0.101
H (0.957, -5.986, 3.920)  -0.036
H (3.718, 2.137, 3.448)  0.115
H (0.959, -1.129, -3.520)  0.107
H (2.902, 2.641, 0.128)  0.051
H (-3.924, 2.540, 4.746)  0.103
H (0.279, 3.966, -3.482)  0.131
H (4.061, 0.403, 5.493)  0.111
H (2.085, 1.370, 1.851)  0.103
H (5.105, 0.343, 4.078)  0.111
H (2.017, -4.711, -4.132)  0.116